A structure of composition C17H19AsCrN2S6Te, computed with ωB97M-V with the def2-TZVPD basis set.

Structure (XYZ):
```
47
Properties=species:S:1:pos:R:3:forces:R:3
Cr 1.81394 -0.01376 -0.55915 -0.236 -0.033 0.463
S 4.44486 -4.10678 0.77543 0.006 0.044 -0.114
As 5.60018 -3.73093 -0.94374 0.031 0.007 0.224
S 2.97955 0.69142 -2.39738 0.071 0.118 -0.098
S 2.99594 -1.32385 -1.85484 -0.103 -0.022 -0.209
S 7.18773 -2.42813 -0.51479 0.001 -0.051 -0.071
C 4.91962 -0.47407 1.06364 0.027 -0.036 -0.033
C 3.92803 0.47126 1.61331 0.020 0.099 0.159
N 2.78887 0.80304 1.06203 -0.147 0.118 0.041
C 2.08038 1.73550 1.80587 -0.140 -0.093 -0.278
C 2.67600 2.09957 2.95928 0.139 0.004 0.074
S 4.17755 1.28054 3.11257 -0.100 -0.016 -0.081
C 0.83530 2.21456 1.19846 0.186 -0.177 0.031
C -0.02890 3.16413 1.61868 -0.122 0.079 -0.061
S -1.29301 3.34714 0.46889 0.141 -0.084 0.002
C -0.57850 2.13816 -0.52998 -0.119 0.135 0.030
N 0.50389 1.63808 -0.01432 0.256 -0.148 -0.061
C -1.14305 1.73760 -1.84565 -0.007 -0.065 0.003
H 5.00594 -0.34009 -0.01425 0.008 -0.003 0.000
H 4.61670 -1.51602 1.23338 -0.032 -0.001 -0.031
H 5.89882 -0.34036 1.51722 -0.002 0.009 0.014
H 2.32393 2.79949 3.69657 0.000 0.020 0.018
H 0.01150 3.75232 2.51858 -0.005 0.013 0.024
H -1.48242 2.60821 -2.40619 0.017 0.015 0.007
H -1.98907 1.06318 -1.70587 -0.009 -0.036 0.023
H -0.37076 1.22399 -2.41923 0.007 0.010 -0.010
C -5.35786 -0.11905 -1.61299 0.033 -0.024 0.016
C -4.02175 -0.48740 -1.02368 0.068 -0.023 -0.055
C -3.62717 -0.01503 0.21935 0.009 0.002 -0.039
C -2.40082 -0.36691 0.78213 0.027 0.019 0.088
C -2.06736 0.14476 2.15853 -0.019 -0.022 -0.016
C -1.52622 -1.20873 0.08148 0.159 0.035 0.077
Te 0.36123 -1.78385 0.92449 -0.024 0.066 -0.094
C -1.91608 -1.70417 -1.17389 -0.008 -0.049 -0.106
C -1.03403 -2.63177 -1.96813 0.002 0.076 0.136
C -3.15013 -1.33273 -1.70308 -0.032 0.020 0.061
H -5.79555 0.73274 -1.09206 -0.007 0.008 -0.003
H -6.05971 -0.95244 -1.53642 -0.016 0.001 -0.009
H -5.26634 0.13533 -2.67012 -0.013 0.002 -0.004
H -4.29077 0.64289 0.77244 -0.006 0.003 0.013
H -2.82762 0.84507 2.50879 -0.021 0.000 -0.004
H -1.09163 0.63095 2.18614 -0.022 -0.025 -0.021
H -2.00446 -0.68866 2.86119 0.007 0.024 0.031
H -0.10140 -2.13776 -2.25855 -0.045 -0.069 -0.037
H -1.55007 -2.99065 -2.85838 0.015 0.046 -0.048
H -0.73863 -3.48806 -1.35947 0.018 0.011 -0.033
H -3.43666 -1.71873 -2.67628 -0.010 -0.005 -0.016
```
Positions in Å, forces in eV/Å.

As for the total charge: -1. As for the spin multiplicity: 4. The value obtained for the energy relative to the best compared isomer or geometry (same formula, charge and spin) is 5.5 kcal per mole. The calculation puts the HOMO-LUMO gap (spin up / spin down) at 0.20719 / 0.20724 hartree. As for the expectation value of S²: 3.8553.